Density functional theory data (ωB97M-V/def2-TZVPD) for a cluster of 4 separate species, C3H13NO3 in total at a distorted geometry.

The calculation puts the highest occupied orbital energy at -8.162 eV. As for the total energy: -10952.725 eV. As for the relative energy (zero: lowest compared OMol25 entry of this formula, charge and spin): 2.047 eV. The structure (SMILES) is C=CNC.O.O.O. The spin multiplicity is 1. As for the largest force on an atom: 2.375 eV/A.

Atoms and positions in Å:
C 1.08210 3.41921 -0.48296
C 0.17190 3.16782 -1.39438
N 0.34108 3.32021 -2.77957
C -0.03523 2.18643 -3.64560
H 2.10645 3.69075 -0.68868
H 0.85744 3.22523 0.54167
H -0.79185 2.66971 -1.27164
H 0.67308 4.10242 -3.30773
H -1.09320 2.27775 -3.94230
H 0.24948 1.26603 -3.17081
H 0.44757 2.30527 -4.60842
O -4.69003 -1.08333 2.15489
H -5.36369 -0.62303 1.63371
H -4.31655 -1.69183 1.50781
O 1.47992 -6.41404 2.78265
H 0.83226 -6.59900 2.09049
H 1.27243 -5.51358 3.07216
O 2.11066 -2.16192 2.27138
H 2.96311 -1.87347 1.91326
H 1.56118 -1.93007 1.50781